{"formula": "C28H44BBr2F4N3O5Si3Yb", "method": "ωB97M-V/def2-TZVPD", "elements": ["Yb", "C", "O", "Si", "C", "C", "C", "Si", "C", "C", "C", "Si", "C", "C", "C", "H", "H", "H", "H", "H", "H", "H", "H", "H", "H", "H", "H", "H", "H", "H", "H", "H", "H", "H", "H", "H", "H", "H", "H", "H", "H", "H", "C", "C", "C", "C", "C", "C", "Br", "C", "C", "Br", "C", "O", "C", "N", "H", "H", "H", "H", "H", "H", "C", "C", "C", "C", "C", "C", "O", "N", "C", "O", "N", "C", "O", "H", "H", "H", "H", "H", "H", "H", "H", "H", "H", "H", "F", "B", "F", "F", "F"], "positions_angstrom": [[-0.269475, 0.301004, -0.239214], [2.539268, -0.693326, 1.674047], [1.414617, 0.151187, 1.442890], [0.513349, 0.855970, 2.720421], [-0.043397, -0.585676, 3.767878], [1.684113, 1.828878, 3.815136], [-0.731430, 1.730142, 1.746972], [-2.419333, 1.653561, 2.499352], [-3.697507, 2.716664, 1.630552], [-2.442278, 2.243720, 4.300011], [-3.222714, -0.042876, 2.480719], [-0.135579, 3.423040, 1.282268], [-1.230496, 4.333649, 0.033706], [1.578135, 3.355367, 0.511521], [-0.038023, 4.675754, 2.691717], [2.257563, -1.505475, 2.348815], [3.349441, -0.108392, 2.112528], [2.869843, -1.107731, 0.728879], [0.815024, -0.974297, 4.324237], [-0.437131, -1.376023, 3.134943], [-0.804550, -0.318550, 4.500134], [2.387913, 1.134178, 4.283619], [1.100488, 2.281005, 4.621293], [2.254534, 2.615401, 3.328682], [-3.465054, 3.777845, 1.564920], [-4.638538, 2.612809, 2.179625], [-3.864684, 2.334194, 0.624064], [-2.163719, 3.296398, 4.369179], [-1.766159, 1.689837, 4.952828], [-3.450594, 2.138797, 4.710982], [-3.351943, -0.421790, 1.462533], [-4.220589, 0.061915, 2.918803], [-2.687132, -0.812050, 3.030495], [-1.870251, 3.691030, -0.561406], [-0.587772, 4.892581, -0.652180], [-1.874325, 5.057639, 0.536565], [1.717168, 2.673842, -0.333968], [2.359114, 3.098937, 1.228540], [1.810463, 4.346654, 0.108997], [-1.033668, 4.867771, 3.096731], [0.328694, 5.622695, 2.283241], [0.614306, 4.395309, 3.517237], [0.286525, -0.781066, -3.921022], [-0.689047, -1.663205, -3.210746], [-1.408674, -2.617547, -3.976335], [-2.198278, -3.535965, -3.360902], [-2.265002, -3.559597, -1.951766], [-2.960005, -4.537079, -1.191860], [-3.968286, -5.885087, -2.063822], [-2.885521, -4.532389, 0.165185], [-2.144999, -3.544181, 0.845376], [-2.034255, -3.687588, 2.723359], [-1.501243, -2.517294, 0.179844], [-0.835793, -1.559746, 0.746639], [-1.555703, -2.562181, -1.264292], [-0.817042, -1.607761, -1.901368], [0.011711, -0.683833, -4.971538], [1.281954, -1.225874, -3.870734], [0.384766, 0.203880, -3.474059], [-1.307105, -2.597588, -5.052906], [-2.749442, -4.268671, -3.934806], [-3.388237, -5.290326, 0.749669], [-4.525113, 3.548419, -2.069074], [-4.369005, 2.244121, -2.830265], [-2.932312, 1.940982, -3.260849], [-2.880339, 0.689479, -4.189923], [-3.771990, 0.745716, -5.420132], [-2.350087, 3.109615, -4.027512], [-2.989177, 3.751548, -4.837622], [-1.030988, 3.377847, -3.794166], [-0.186670, 2.791955, -2.835396], [0.968770, 3.137992, -2.785767], [-0.740736, 1.847124, -2.007532], [-2.038409, 1.541087, -2.088596], [-2.491668, 0.757211, -1.218102], [-5.553720, 3.682016, -1.731260], [-4.268875, 4.404131, -2.695638], [-3.900689, 3.585188, -1.180238], [-4.990833, 2.276533, -3.723581], [-4.706123, 1.396042, -2.229154], [-3.152312, -0.161787, -3.560032], [-1.842137, 0.528924, -4.489047], [-4.826681, 0.669365, -5.157962], [-3.542299, -0.092618, -6.079946], [-3.632373, 1.667317, -5.983415], [-0.611719, 4.116112, -4.341027], [3.793614, 0.583743, -0.951211], [3.030468, -0.227434, -1.756628], [1.583738, 0.025885, -1.366704], [3.130220, 0.088823, -3.090832], [3.240126, -1.569828, -1.515094]], "atomic_forces_ev_per_a": [[0.3, -0.4, 0.2], [-0.1, 0.0, 0.0], [-0.2, 0.2, -0.1], [0.1, -0.1, 0.0], [0.1, 0.0, 0.2], [0.1, -0.2, 0.1], [-0.3, 0.2, -0.1], [0.2, 0.0, 0.0], [-0.1, 0.0, 0.0], [-0.1, 0.0, 0.0], [-0.1, -0.1, -0.1], [-0.1, -0.1, -0.1], [0.0, 0.1, 0.0], [0.2, 0.0, -0.1], [0.0, 0.1, 0.0], [0.0, 0.0, 0.0], [0.0, 0.0, 0.0], [0.0, 0.0, 0.0], [0.0, 0.0, 0.0], [0.0, -0.1, 0.0], [0.0, 0.0, 0.0], [0.0, 0.0, 0.0], [0.0, 0.0, 0.0], [0.0, 0.0, -0.1], [0.1, 0.1, 0.0], [0.0, 0.0, 0.0], [0.0, 0.0, -0.1], [0.0, 0.1, 0.0], [0.1, -0.1, 0.0], [0.0, 0.0, 0.0], [0.0, 0.1, 0.0], [0.0, -0.1, 0.0], [0.1, 0.0, 0.1], [0.0, -0.1, 0.0], [0.0, 0.0, 0.0], [0.0, 0.0, 0.0], [-0.2, 0.0, 0.0], [0.0, 0.0, 0.1], [0.0, 0.0, 0.1], [0.0, 0.0, 0.0], [0.0, 0.0, 0.0], [0.0, -0.1, 0.0], [0.1, 0.1, 0.0], [0.0, -0.2, -0.1], [0.1, 0.1, 0.1], [0.0, 0.0, 0.0], [-0.1, -0.2, 0.0], [0.1, 0.2, -0.1], [-0.1, -0.1, 0.0], [0.1, 0.1, 0.2], [-0.2, -0.2, -0.2], [0.0, 0.0, 0.0], [0.1, 0.2, 0.0], [-0.2, 0.0, -0.1], [0.0, 0.0, 0.1], [0.0, 0.1, -0.1], [0.0, 0.0, 0.0], [0.0, 0.0, 0.0], [0.0, 0.0, 0.0], [0.0, 0.0, 0.0], [0.0, 0.0, 0.0], [0.0, 0.0, 0.0], [-0.1, 0.2, 0.1], [0.0, -0.2, 0.0], [0.1, 0.0, 0.1], [0.0, 0.0, 0.1], [-0.1, 0.0, -0.1], [-0.1, 0.0, 0.0], [0.0, 0.0, 0.0], [0.0, 0.1, 0.0], [0.1, -0.2, 0.0], [0.0, 0.1, 0.0], [-0.1, 0.3, -0.1], [-0.3, -0.4, 0.2], [0.2, 0.2, 0.0], [0.0, 0.0, 0.0], [0.0, 0.0, 0.0], [0.1, 0.0, 0.1], [0.0, 0.0, 0.0], [0.0, 0.0, 0.0], [0.0, 0.0, 0.0], [0.0, 0.1, 0.0], [0.0, 0.0, 0.0], [0.0, 0.0, 0.0], [0.0, 0.0, 0.0], [0.0, 0.0, 0.0], [0.0, 0.0, 0.1], [0.0, 0.2, 0.0], [0.1, 0.1, 0.0], [0.0, 0.0, -0.1], [0.0, -0.2, 0.0]], "mulliken_spin": [1.008, 0.000, 0.001, -0.001, 0.000, 0.000, -0.008, 0.000, 0.000, 0.000, 0.000, -0.002, 0.000, 0.000, 0.000, 0.000, 0.000, 0.000, 0.000, 0.000, 0.000, 0.000, 0.000, 0.000, 0.000, 0.000, 0.000, 0.000, 0.000, 0.000, 0.000, 0.000, 0.000, 0.000, 0.000, 0.000, 0.000, 0.000, 0.000, 0.000, 0.000, 0.000, 0.000, 0.000, 0.000, -0.001, 0.001, 0.000, 0.000, 0.000, 0.000, 0.000, 0.002, -0.003, 0.000, 0.000, 0.000, 0.000, 0.000, 0.000, 0.000, 0.000, 0.000, 0.000, 0.000, 0.000, 0.000, 0.000, 0.000, 0.000, 0.000, 0.000, -0.004, 0.000, 0.000, 0.000, 0.000, 0.000, 0.000, 0.000, 0.000, 0.000, 0.000, 0.000, 0.000, 0.000, 0.000, 0.003, 0.005, 0.000, 0.000], "total_charge": -1, "max_force_ha_per_bohr": 0.010, "lumo_ev": [2.0, 2.0], "homo_lumo_gap_ev": [7.7, 7.7], "multiplicity": 2, "relative_energy_kcal_mol": 0.0}



{"formula": "C28H44BrCuN3P2", "method": "ωB97M-V/def2-TZVPD", "elements": ["N", "C", "C", "C", "C", "C", "C", "Cu", "P", "C", "C", "C", "C", "C", "C", "C", "Br", "H", "H", "H", "H", "H", "H", "H", "H", "H", "H", "P", "C", "C", "H", "H", "H", "H", "H", "C", "C", "H", "H", "H", "H", "H", "C", "C", "H", "H", "H", "H", "H", "C", "C", "H", "H", "H", "H", "H", "C", "C", "H", "H", "H", "H", "H", "C", "C", "H", "H", "H", "H", "H", "N", "C", "C", "N", "C", "H", "H", "H", "H"], "positions_angstrom": [[4.970064, -4.542738, -1.278050], [4.965075, -4.327962, 0.042283], [4.172068, -3.334221, 0.646440], [3.323636, -2.540878, -0.186603], [3.526983, -2.662125, -1.601322], [4.346971, -3.685710, -2.083501], [2.180732, -1.785828, 0.316758], [0.733804, 0.005817, 0.267441], [-3.599726, 0.768197, 0.356343], [1.030001, -1.674006, -0.511676], [-0.215940, -2.407135, -0.210595], [-1.135077, -2.536385, -1.276293], [-2.291848, -3.281481, -1.109785], [-2.574347, -3.815231, 0.160859], [-1.606489, -3.816277, 1.191234], [-0.421431, -3.089120, 1.003488], [-4.134588, -4.801150, 0.362390], [2.108148, -1.629968, 1.399006], [1.178711, -1.597563, -1.604765], [4.201217, -3.202769, 1.727073], [3.055416, -1.989942, -2.326858], [5.613919, -4.958567, 0.655692], [4.507893, -3.807518, -3.160417], [-0.848527, -2.142704, -2.269011], [0.410761, -3.143265, 1.740330], [-2.932292, -3.528113, -1.954880], [-1.756304, -4.404721, 2.091893], [1.333046, 1.823210, -0.930108], [-3.988313, -0.770294, 1.212753], [-5.467128, -1.164340, 1.009213], [-3.792587, -0.617305, 2.287236], [-3.314474, -1.556306, 0.842768], [-5.715911, -2.027551, 1.641164], [-6.134333, -0.338516, 1.297314], [-5.684548, -1.457310, -0.031257], [-3.174447, 0.325400, -1.338309], [-4.247376, 0.862201, -2.300304], [-3.102234, -0.769370, -1.397950], [-2.177674, 0.734456, -1.564005], [-4.053513, 0.521678, -3.324555], [-5.246056, 0.510121, -2.013004], [-4.259578, 1.960323, -2.308698], [-2.484573, 1.797816, 1.313991], [-3.284120, 2.910465, 2.030748], [-1.735174, 2.229046, 0.629648], [-1.966401, 1.137234, 2.028777], [-2.637666, 3.769696, 2.248534], [-4.115240, 3.258787, 1.397015], [-3.704497, 2.553941, 2.982730], [0.830913, 3.275310, 0.072391], [1.508062, 4.627796, -0.163214], [0.994545, 2.970129, 1.116599], [-0.252694, 3.393068, -0.038313], [2.531253, 4.643552, 0.240958], [1.529586, 4.889719, -1.226478], [0.951592, 5.419775, 0.353502], [0.263763, 2.024904, -2.428414], [0.532563, 1.020159, -3.550748], [0.273041, 3.054636, -2.810240], [-0.748787, 1.878628, -2.030457], [1.513123, 1.185982, -4.007946], [0.510565, -0.011268, -3.170272], [-0.223229, 1.122100, -4.342778], [3.033553, 2.207229, -1.609425], [4.253412, 2.100552, -0.683057], [3.032639, 3.216962, -2.053150], [3.190890, 1.523939, -2.459262], [5.168837, 1.941354, -1.275701], [4.420096, 3.037635, -0.139424], [4.184859, 1.268838, 0.028740], [0.967020, 0.516041, 4.362372], [1.787282, 1.602690, 4.083352], [2.084676, 1.501436, 2.752609], [1.337493, 0.468433, 2.196430], [0.762899, -0.182480, 3.214793], [0.585024, 0.255290, 5.264398], [2.082408, 2.319690, 4.829792], [2.781423, 2.108859, 2.191786], [0.257158, -1.142978, 3.179982]], "atomic_forces_ev_per_a": [[0.7, 0.0, 0.5], [-0.6, 0.6, -0.3], [-0.6, 0.5, -0.7], [1.7, 0.1, -1.4], [0.3, -0.4, 0.6], [-0.4, 0.6, 0.4], [-1.3, -0.9, -0.6], [0.9, 1.7, 0.8], [0.3, -1.2, 0.1], [1.7, -2.2, -0.4], [-0.4, 0.9, 0.2], [0.3, -0.2, 0.1], [0.2, 0.0, 0.5], [1.2, -0.3, -0.2], [0.1, 0.7, -0.6], [-0.2, -0.4, 0.1], [-0.6, -0.3, 0.2], [-0.1, -0.8, -0.3], [0.3, -0.5, 0.7], [-0.2, -0.1, -0.2], [0.1, -0.3, 0.4], [-0.3, 0.1, -0.2], [-0.1, -0.1, 0.4], [-0.3, -0.2, 0.6], [-0.9, 0.0, -0.5], [0.0, 0.3, 0.2], [-0.1, 0.2, -0.1], [0.0, 1.1, -1.1], [-0.6, 0.1, 0.7], [-0.3, -0.2, 0.0], [0.0, 0.0, -0.3], [0.0, 0.2, 0.0], [0.2, 0.2, -0.2], [0.2, -0.3, -0.1], [0.1, 0.2, 0.3], [0.1, 0.3, -0.5], [-0.1, 0.2, -0.4], [-0.1, 0.3, 0.2], [-0.3, -0.1, 0.0], [0.0, 0.1, 0.3], [0.2, 0.1, -0.1], [0.0, -0.3, 0.0], [0.4, 0.4, 0.0], [-0.2, 0.2, 0.2], [-0.3, -0.2, 0.2], [-0.1, 0.2, -0.2], [-0.1, -0.3, 0.0], [0.3, 0.0, 0.3], [0.1, 0.1, -0.4], [0.3, 0.3, 0.6], [0.1, 0.1, 0.0], [-0.2, 0.2, -0.2], [0.1, -0.1, -0.1], [-0.3, 0.0, -0.3], [0.1, 0.0, 0.2], [0.1, -0.2, -0.1], [-0.1, 0.1, 0.1], [0.0, 0.0, 0.0], [0.2, -0.2, 0.1], [0.1, 0.1, -0.1], [-0.2, 0.0, 0.0], [0.0, 0.2, -0.1], [0.2, -0.1, 0.2], [0.1, -0.2, -0.3], [0.2, 0.0, 0.1], [-0.3, -0.3, 0.1], [-0.3, 0.1, 0.3], [-0.4, 0.0, 0.2], [-0.1, -0.3, 0.1], [0.0, 0.1, -0.1], [0.1, -0.1, -0.2], [-0.1, -0.9, -0.2], [-1.0, 0.1, 0.3], [0.3, -1.0, 0.9], [0.3, 1.5, 0.1], [0.3, 0.1, -0.2], [0.1, -0.1, 0.1], [-0.3, 0.0, -0.1], [-0.1, 0.4, -0.1]], "mulliken_spin": [0.000, 0.000, 0.000, 0.000, 0.000, 0.000, 0.001, 0.003, 0.622, 0.004, -0.007, 0.008, -0.006, 0.007, 0.000, 0.000, 0.000, 0.000, -0.001, 0.000, 0.000, 0.000, 0.000, 0.000, 0.000, 0.000, 0.000, 0.000, 0.087, 0.031, -0.008, 0.004, 0.003, -0.015, 0.001, 0.141, 0.041, -0.001, -0.022, -0.001, -0.003, -0.001, 0.093, 0.032, -0.015, 0.018, 0.001, -0.008, 0.000, 0.002, 0.000, -0.001, -0.006, 0.000, 0.000, 0.000, 0.000, -0.001, 0.000, -0.005, 0.000, 0.001, 0.000, 0.000, 0.000, 0.000, 0.000, 0.000, 0.000, 0.000, 0.000, -0.001, 0.000, -0.001, 0.000, 0.000, 0.000, 0.000, 0.000], "total_charge": 2, "max_force_ha_per_bohr": 0.054, "lumo_ev": [-6.4, -8.4], "homo_lumo_gap_ev": [6.4, 4.4], "multiplicity": 2, "relative_energy_kcal_mol": 0.0}